Entry 1:
Formula: C16H48F3N2O18S6
Source: the Open Molecules 2025 dataset
Level of theory: the ωB97M-V functional and the def2-TZVPD basis

XYZ file:
```
93
Properties=species:S:1:pos:R:3:forces:R:3
N -0.30001 0.13232 -4.54983 -0.49 -0.12 0.22
H 0.30661 0.71933 -5.12405 0.11 -0.18 0.05
H -0.26264 0.46932 -3.53154 -0.09 0.43 -0.02
H -0.03582 -0.84989 -4.53972 0.40 0.14 -0.43
H -1.24685 0.20189 -4.92726 0.03 0.32 0.15
N -2.13793 -2.77779 -1.79919 -0.67 0.87 0.31
H -2.02097 -2.06383 -1.05572 0.05 -0.07 0.56
H -2.33495 -3.70807 -1.42518 0.43 0.07 0.27
H -1.27644 -2.68081 -2.32649 -0.13 -0.52 -0.31
H -2.96435 -2.45190 -2.30629 0.25 -0.13 -0.33
C 0.64690 0.64701 0.42464 -0.25 0.38 -0.07
F 0.17742 0.84526 1.65592 0.04 0.02 -0.22
F 1.62674 1.51197 0.18662 0.05 -0.09 0.09
F 1.13672 -0.59521 0.36481 0.08 -0.13 -0.15
S -0.70310 0.90693 -0.82498 -1.65 0.50 0.79
O -1.37884 2.11597 -0.41275 0.81 -0.67 -0.27
O 0.01357 1.02798 -2.09883 0.19 -0.63 0.01
O -1.54411 -0.29468 -0.70408 0.77 0.02 -0.45
O 2.97829 -5.97154 -1.07053 -1.08 -0.22 0.74
S 1.91324 -5.99952 -0.09172 0.50 0.80 -1.02
O 1.40861 -7.22124 0.44978 0.60 0.56 0.41
O 2.35074 -4.99266 1.08765 -0.55 -0.93 -0.31
C 2.72531 -3.66237 0.70043 0.29 0.85 -0.13
C 3.70546 -3.10070 1.74240 -0.85 0.22 -0.35
C 0.45995 -5.17099 -0.75361 0.14 -0.08 0.62
H 1.84286 -3.01662 0.67787 -0.32 -0.27 0.30
H 3.07613 -3.58230 -0.33059 0.50 -0.69 0.13
H 4.48144 -2.50397 1.26977 0.04 -0.01 0.03
H 4.15278 -3.86886 2.36493 0.01 -0.13 -0.13
H 3.08261 -2.45278 2.35947 0.48 0.09 0.38
H -0.11972 -4.75021 0.06814 0.14 -0.09 0.14
H -0.12078 -5.99493 -1.16339 0.04 0.23 -0.52
H 0.73809 -4.36042 -1.42392 0.05 -0.30 -0.30
O 6.07402 4.77567 -3.19278 -0.11 -1.48 -0.02
S 5.97645 3.34398 -3.04828 -1.01 1.32 0.41
O 6.46545 2.69288 -1.87208 0.01 -0.07 -0.16
O 4.37160 3.00503 -3.19586 0.78 0.40 -0.13
C 3.84102 1.89776 -2.48703 -0.40 -1.04 0.33
C 3.20728 0.84872 -3.41402 0.42 0.17 0.76
C 6.58545 2.55207 -4.49230 -0.54 0.93 0.23
H 3.03633 2.24050 -1.83465 0.24 0.31 0.11
H 4.61283 1.44122 -1.86734 0.00 0.10 0.00
H 3.90456 0.52473 -4.18538 -0.32 0.30 -0.41
H 2.24678 1.25920 -3.72454 0.15 -0.16 -0.68
H 3.00246 -0.05075 -2.82656 -0.10 0.10 0.16
H 6.03945 3.06533 -5.28298 0.21 -0.21 -0.25
H 6.30275 1.50800 -4.42255 0.49 -0.16 -0.13
H 7.63784 2.82546 -4.50657 0.11 -0.54 -0.24
O -1.40590 2.95713 -4.26537 -0.03 0.33 -0.08
S -0.92812 4.28460 -3.92491 0.91 0.56 0.99
O -0.61551 5.24084 -4.94086 -0.73 -0.34 0.11
O -1.92419 4.97157 -2.81769 1.12 -1.03 -1.54
C -3.04324 4.17728 -2.40046 -0.80 0.29 1.63
C -3.57930 4.74076 -1.07556 -0.12 0.34 -0.98
C 0.55400 4.13656 -2.92192 -1.60 0.03 0.34
H -2.77379 3.14928 -2.16597 0.23 -0.03 -0.60
H -3.84941 4.24777 -3.12986 0.26 -0.15 -0.25
H -3.70308 5.82296 -1.13816 -0.09 -0.02 -0.07
H -2.96034 4.53165 -0.20794 0.00 -0.32 -0.06
H -4.57204 4.28950 -1.02386 0.03 0.06 0.63
H 0.60789 5.11158 -2.44306 0.58 0.05 -0.18
H 1.39633 3.83912 -3.53559 0.08 0.20 -0.03
H 0.28614 3.41195 -2.15790 0.30 -0.14 0.03
O -5.38290 1.88464 6.42795 0.86 -0.22 -0.91
S -4.38918 1.26525 5.59334 0.07 -1.19 0.00
O -4.72325 0.33786 4.52748 -0.11 0.81 0.80
O -3.50215 2.42198 4.93942 -0.47 -0.63 0.76
C -2.57934 2.06901 3.87765 -0.17 0.52 -0.33
C -3.07000 2.71259 2.57779 0.79 0.17 1.25
C -3.23303 0.34975 6.66279 -0.48 0.36 -0.12
H -2.41540 0.99659 3.77971 -0.34 -0.08 0.18
H -1.64873 2.52746 4.21200 0.11 -0.02 -0.23
H -3.20988 3.76254 2.83942 -0.05 0.09 -0.35
H -4.01774 2.31605 2.22897 0.14 -0.28 -0.14
H -2.23283 2.62211 1.88697 -0.38 0.02 -0.47
H -2.69474 -0.37123 6.05436 0.21 0.26 -0.11
H -3.80836 -0.22793 7.38487 -0.31 0.17 -0.12
H -2.60356 1.04076 7.21817 0.11 0.02 -0.19
O -3.83802 -4.05999 2.47892 0.36 0.13 -0.51
S -2.45672 -3.89379 2.18661 1.77 0.11 1.94
O -1.97063 -3.58049 0.85663 -0.37 -0.39 -0.33
O -1.87272 -2.75375 3.14236 -1.20 -0.59 0.09
C -0.70534 -1.98665 2.81071 -0.66 0.74 -0.58
C -0.21162 -1.32608 4.08329 1.28 -1.81 -0.41
C -1.50695 -5.24155 2.95459 -0.75 -0.37 -0.92
H -1.05246 -1.25923 2.07113 0.25 0.05 0.08
H 0.03857 -2.61610 2.30999 0.10 -0.02 0.34
H -0.94339 -0.74565 4.62719 0.08 0.42 -0.27
H 0.74710 -0.87519 3.81757 -0.40 0.90 0.16
H 0.15054 -2.13226 4.73285 -0.43 0.02 0.22
H -1.57540 -6.16414 2.37462 -0.12 0.17 -0.20
H -2.00715 -5.43545 3.89964 0.18 0.26 0.15
H -0.45539 -4.98618 3.05227 -0.07 0.29 0.07
```
Forces are in eV/Å.

## Properties
- Total energy: -130360.5614 eV
- E_HOMO: -12.8 eV
- Net charge: +1

***

Entry 2:
Formula: C10H10N2O2
Source: the Open Molecules 2025 dataset
Level of theory: the ωB97M-V functional and the def2-TZVPD basis

XYZ file:
```
24
Properties=species:S:1:pos:R:3:forces:R:3
O 3.79346 2.13246 0.11174 0.64 0.39 -0.24
C 3.36913 1.01084 0.05366 0.04 -0.57 0.71
C 4.18679 -0.22978 -0.20152 -1.12 -0.29 -0.60
C 3.54737 -1.43520 -0.33551 -0.12 2.05 0.69
N 2.17527 -1.45833 -0.08558 -0.75 -1.57 -0.89
C 1.34086 -0.32547 0.05737 0.48 -1.53 -0.06
O 0.13322 -0.34189 0.01500 2.64 -1.46 -1.70
N 2.00277 0.80914 0.33286 0.09 0.85 -0.18
H 5.22750 -0.02589 -0.42630 -0.15 -0.34 0.14
H 3.98251 -2.40949 -0.59034 -0.02 0.66 0.16
H 1.69918 -2.35029 -0.34292 0.29 1.44 0.44
H 1.32747 1.59147 0.45498 1.35 -0.44 -0.20
C -3.85798 -0.50462 -0.24532 0.76 -3.89 -1.36
C -3.66063 0.75074 -0.68831 -3.70 1.45 -1.69
C -2.65635 1.55700 -0.35271 2.74 1.28 1.48
C -1.66012 1.01817 0.47894 -1.66 2.17 0.95
C -1.81610 -0.24179 1.03276 -2.91 -0.54 -2.53
C -2.81576 -1.11410 0.45632 0.47 2.09 2.18
H -4.58434 -1.16075 -0.82176 0.56 0.94 1.25
H -4.48717 1.14801 -1.28117 0.29 0.13 -0.15
H -2.59249 2.62121 -0.62250 -0.11 -0.69 -0.22
H -0.86936 1.73373 0.78428 -0.43 -0.84 -0.04
H -0.97387 -0.62198 1.48361 0.74 -1.02 1.85
H -2.81136 -2.15321 0.73241 -0.13 -0.27 -0.01
```
Forces are in eV/Å.

## Properties
- Total energy: -17606.0027 eV
- E_HOMO: -8.5 eV
- SMILES: O=c1cc[nH]c(=O)[nH]1.c1ccccc1

***

Entry 3:
Formula: CH8BN3
Source: the Open Molecules 2025 dataset
Level of theory: the ωB97M-V functional and the def2-TZVPD basis

XYZ file:
```
13
Properties=species:S:1:pos:R:3:forces:R:3
B 0.73586 -0.12669 0.25166 -0.86 -0.72 -0.25
C -1.98458 -0.04243 -0.08076 3.59 -1.44 2.62
N 0.56210 1.27665 0.36281 0.02 1.89 -0.72
N 2.06546 -0.56909 -0.09151 -0.60 1.02 0.10
N -0.43309 -1.08441 0.41984 -1.61 6.02 0.82
H -2.58814 0.01096 0.84804 0.77 0.13 -0.64
H -1.52594 0.86372 -0.46075 -0.27 -0.08 0.39
H -2.51893 -0.46355 -0.85336 -0.95 -1.55 -1.57
H 1.18994 1.82091 -0.26534 -0.84 -0.39 1.16
H -0.34528 1.74388 0.51526 1.28 -0.55 -0.14
H 2.88976 -0.04704 -0.37239 -0.67 0.07 0.38
H 2.20672 -1.52478 -0.16021 0.47 -1.92 -0.24
H -0.25388 -1.85813 -0.11327 -0.33 -2.49 -1.91
```
Forces are in eV/Å.

## Properties
- Total energy: -6314.2359 eV
- E_HOMO: -9.0 eV

***

Please write out number 2 again, unchanged.
Formula: C10H10N2O2
Source: the Open Molecules 2025 dataset
Level of theory: the ωB97M-V functional and the def2-TZVPD basis

XYZ file:
```
24
Properties=species:S:1:pos:R:3:forces:R:3
O 3.79346 2.13246 0.11174 0.64 0.39 -0.24
C 3.36913 1.01084 0.05366 0.04 -0.57 0.71
C 4.18679 -0.22978 -0.20152 -1.12 -0.29 -0.60
C 3.54737 -1.43520 -0.33551 -0.12 2.05 0.69
N 2.17527 -1.45833 -0.08558 -0.75 -1.57 -0.89
C 1.34086 -0.32547 0.05737 0.48 -1.53 -0.06
O 0.13322 -0.34189 0.01500 2.64 -1.46 -1.70
N 2.00277 0.80914 0.33286 0.09 0.85 -0.18
H 5.22750 -0.02589 -0.42630 -0.15 -0.34 0.14
H 3.98251 -2.40949 -0.59034 -0.02 0.66 0.16
H 1.69918 -2.35029 -0.34292 0.29 1.44 0.44
H 1.32747 1.59147 0.45498 1.35 -0.44 -0.20
C -3.85798 -0.50462 -0.24532 0.76 -3.89 -1.36
C -3.66063 0.75074 -0.68831 -3.70 1.45 -1.69
C -2.65635 1.55700 -0.35271 2.74 1.28 1.48
C -1.66012 1.01817 0.47894 -1.66 2.17 0.95
C -1.81610 -0.24179 1.03276 -2.91 -0.54 -2.53
C -2.81576 -1.11410 0.45632 0.47 2.09 2.18
H -4.58434 -1.16075 -0.82176 0.56 0.94 1.25
H -4.48717 1.14801 -1.28117 0.29 0.13 -0.15
H -2.59249 2.62121 -0.62250 -0.11 -0.69 -0.22
H -0.86936 1.73373 0.78428 -0.43 -0.84 -0.04
H -0.97387 -0.62198 1.48361 0.74 -1.02 1.85
H -2.81136 -2.15321 0.73241 -0.13 -0.27 -0.01
```
Forces are in eV/Å.

## Properties
- Total energy: -17606.0027 eV
- E_HOMO: -8.5 eV
- SMILES: O=c1cc[nH]c(=O)[nH]1.c1ccccc1

***

Please write out number 2 again, unchanged.
Formula: C10H10N2O2
Source: the Open Molecules 2025 dataset
Level of theory: the ωB97M-V functional and the def2-TZVPD basis

XYZ file:
```
24
Properties=species:S:1:pos:R:3:forces:R:3
O 3.79346 2.13246 0.11174 0.64 0.39 -0.24
C 3.36913 1.01084 0.05366 0.04 -0.57 0.71
C 4.18679 -0.22978 -0.20152 -1.12 -0.29 -0.60
C 3.54737 -1.43520 -0.33551 -0.12 2.05 0.69
N 2.17527 -1.45833 -0.08558 -0.75 -1.57 -0.89
C 1.34086 -0.32547 0.05737 0.48 -1.53 -0.06
O 0.13322 -0.34189 0.01500 2.64 -1.46 -1.70
N 2.00277 0.80914 0.33286 0.09 0.85 -0.18
H 5.22750 -0.02589 -0.42630 -0.15 -0.34 0.14
H 3.98251 -2.40949 -0.59034 -0.02 0.66 0.16
H 1.69918 -2.35029 -0.34292 0.29 1.44 0.44
H 1.32747 1.59147 0.45498 1.35 -0.44 -0.20
C -3.85798 -0.50462 -0.24532 0.76 -3.89 -1.36
C -3.66063 0.75074 -0.68831 -3.70 1.45 -1.69
C -2.65635 1.55700 -0.35271 2.74 1.28 1.48
C -1.66012 1.01817 0.47894 -1.66 2.17 0.95
C -1.81610 -0.24179 1.03276 -2.91 -0.54 -2.53
C -2.81576 -1.11410 0.45632 0.47 2.09 2.18
H -4.58434 -1.16075 -0.82176 0.56 0.94 1.25
H -4.48717 1.14801 -1.28117 0.29 0.13 -0.15
H -2.59249 2.62121 -0.62250 -0.11 -0.69 -0.22
H -0.86936 1.73373 0.78428 -0.43 -0.84 -0.04
H -0.97387 -0.62198 1.48361 0.74 -1.02 1.85
H -2.81136 -2.15321 0.73241 -0.13 -0.27 -0.01
```
Forces are in eV/Å.

## Properties
- Total energy: -17606.0027 eV
- E_HOMO: -8.5 eV
- SMILES: O=c1cc[nH]c(=O)[nH]1.c1ccccc1

***

- The lowest E_HOMO belongs to which entry?
  C16H48F3N2O18S6

***

- total energy of number 3 (CH8BN3)?
  -6314.2359 eV